[1]
The following is a quantum chemistry calculation of a single C3H9O2PS molecule at a distorted geometry, from the OMol25 dataset.

The geometry in XYZ format:
```
16
Properties=species:S:1:pos:R:3
C 2.0165 -0.0104 -0.1192
P 0.3351 0.5461 0.4770
S -0.5311 1.8882 2.1181
O -0.5151 1.4082 -0.6138
C -0.7959 0.9609 -1.9358
O -0.6360 -0.7184 0.5922
C -0.2678 -2.0058 0.9751
H 2.2792 -0.8567 0.4647
H 2.8859 0.6676 0.0717
H -1.4457 2.7407 1.4392
H -1.9009 0.8596 -1.9820
H -0.2871 -0.0418 -2.0086
H -0.4751 1.7479 -2.6124
H -1.0614 -2.7451 0.6423
H -0.2899 -2.1198 2.0157
H 0.6894 -2.3211 0.4758
```

Results
* energy relative to the best compared isomer or geometry (same formula, charge and spin): 2.960 eV
* strongest force on any atom: 0.06471 hartree/bohr

[2]
The following is a quantum chemistry calculation of a molecular structure, C34H60MgN2O2Si at a distorted geometry, from the OMol25 dataset.

The geometry in XYZ format:
```
100
Properties=species:S:1:pos:R:3
O 1.5240 1.5813 -1.2225
O 5.9490 -2.6725 -2.6535
C 1.2672 1.6250 -2.6728
C 1.4249 2.9973 -3.2764
H 0.2558 1.2635 -2.8094
H 1.9050 0.9191 -3.2086
H 0.5905 3.6346 -2.9518
H 1.3683 2.9205 -4.3550
H 2.3631 3.5153 -3.0215
C 2.9641 1.5397 -0.9692
C 3.8619 1.1852 -2.1214
H 3.1137 0.8709 -0.0992
H 3.1961 2.5503 -0.6276
H 3.7515 0.1636 -2.4974
H 4.9111 1.2452 -1.8051
H 3.7615 1.8962 -2.9398
C 5.5448 -2.6783 -1.2899
C 5.0855 -3.3794 -3.5263
C 6.5011 -1.8376 -0.4770
H 5.5119 -3.7035 -0.8969
H 4.5174 -2.2708 -1.1915
H 7.5511 -2.0851 -0.7009
H 6.3383 -2.0055 0.5918
H 6.3574 -0.7685 -0.6887
C 5.6688 -3.3997 -4.9240
H 4.0796 -2.9046 -3.5630
H 4.9260 -4.4173 -3.1694
H 5.8370 -2.3838 -5.2917
H 4.9588 -3.9113 -5.5775
H 6.6216 -3.9336 -4.9598
H 0.3175 -2.3162 -2.5215
N -1.8723 0.6143 -0.5849
C -2.8656 -0.1506 -0.1257
C -2.6561 -1.2290 0.7303
C -1.4858 -1.5052 1.4407
C -4.2915 0.1544 -0.4969
H -4.4356 0.2101 -1.5823
H -4.6205 1.1030 -0.0480
H -4.9310 -0.6388 -0.0995
C -1.6050 -2.6666 2.4084
H -1.8986 -2.3295 3.4162
H -0.6881 -3.2582 2.4989
H -2.4076 -3.3274 2.0519
N -0.3768 -0.7457 1.3911
C -2.2006 1.7596 -1.3723
C -2.2666 1.6693 -2.7813
C -2.2008 0.3417 -3.4841
C -2.3397 2.8550 -3.5112
H -2.3313 2.8011 -4.6059
C -2.4388 4.0811 -2.8503
H -2.4994 4.9992 -3.4420
C -2.4988 4.1479 -1.4672
H -2.6223 5.1124 -0.9335
C -2.4025 2.9944 -0.7028
C -2.4869 3.0087 0.7980
C 0.4246 -0.7766 2.5684
C 1.5949 -1.5659 2.6136
C 1.9298 -2.4933 1.4818
C 2.3900 -1.5344 3.7602
H 3.2996 -2.1248 3.7865
C 1.9994 -0.7567 4.8723
H 2.6225 -0.7351 5.7539
C 0.7887 -0.0732 4.8529
H 0.4361 0.4930 5.7317
C -0.0250 -0.0878 3.7305
C -1.3775 0.5632 3.7590
Mg 0.0739 1.0712 0.1154
H -1.1848 0.1034 -3.8376
H -2.8404 0.3674 -4.3752
H -2.5397 -0.4936 -2.8591
H -3.1398 2.2115 1.1838
H -2.9049 3.9713 1.1265
H -1.4990 2.9055 1.2894
H 2.9118 -2.9544 1.6581
H 1.9660 -1.9797 0.5100
H 1.2026 -3.3171 1.3840
H -1.6280 1.0733 2.8164
H -1.4085 1.3126 4.5561
H -2.1851 -0.1590 3.9606
H -3.5135 -1.8552 0.9471
C 1.2381 -2.7374 -2.9121
Si 0.1121 -4.2471 -2.7931
H 1.4147 -2.2243 -3.8412
H 1.9740 -2.5026 -2.1661
C -0.1990 -4.5034 -4.6225
C -1.4696 -3.6901 -1.9251
C 1.0026 -5.2597 -1.4959
H 2.0093 -4.8440 -1.3702
H 1.0874 -6.3315 -1.6972
H 0.4742 -5.1493 -0.5417
H -0.6461 -3.5829 -5.0280
H -0.8898 -5.3282 -4.8533
H 0.7351 -4.6477 -5.1771
H -1.6828 -2.6517 -2.1710
H -1.3755 -3.7551 -0.8456
H -2.3821 -4.2247 -2.2042
C 0.8112 2.5570 1.4905
H 0.3296 2.6480 2.4470
H 0.8649 3.5512 1.0061
H 1.8487 2.2288 1.6526
```

Results
* energy relative to the best compared isomer or geometry (same formula, charge and spin): 0.000 eV
* strongest force on any atom: 0.05079 hartree/bohr

[3]
The following is a quantum chemistry calculation of 10 unconnected molecules or ions with the total composition C10H40N20O10 at a distorted geometry, from the OMol25 dataset.

The geometry in XYZ format:
```
80
Properties=species:S:1:pos:R:3
N -0.8262 0.5750 0.9857
C 0.1023 0.1963 0.0830
N 0.7969 -0.9445 0.3637
O 0.2360 0.7809 -0.9891
H -1.3546 1.4057 0.7847
H -1.0230 -0.0139 1.7858
H 1.5579 -1.0946 -0.2788
H 0.7956 -1.4196 1.2490
N -3.0474 4.7773 0.7596
C -3.8808 3.7524 0.5087
N -4.8705 3.9856 -0.3835
O -3.8235 2.7267 1.1993
H -2.2826 4.6544 1.4118
H -3.0319 5.6651 0.2910
H -4.9851 4.8285 -0.9143
H -5.5655 3.2753 -0.5262
N -0.5210 1.7959 -3.6419
C -1.1090 1.7455 -4.8668
N -0.3422 2.2526 -5.8765
O -2.2083 1.2403 -5.0528
H 0.4025 2.1568 -3.4796
H -0.9824 1.5025 -2.8005
H -0.6414 2.1594 -6.8274
H 0.6231 2.4672 -5.7010
N -0.0887 -2.5235 3.0895
C -0.5232 -1.6268 4.0229
N 0.0574 -1.7689 5.2585
O -1.1976 -0.6164 3.8031
H 0.4561 -3.2773 3.4720
H -0.6089 -2.7111 2.2463
H -0.3126 -1.1030 5.9149
H 0.5218 -2.5975 5.5800
N 3.0058 -3.4572 0.7093
C 2.2333 -4.5615 1.0042
N 2.8811 -5.7435 1.0785
O 1.0351 -4.4599 1.2541
H 3.9963 -3.6429 0.7032
H 2.6805 -2.6121 1.1399
H 2.3422 -6.5860 1.1780
H 3.7975 -5.9134 0.6976
N 4.5587 -3.1654 -1.8860
C 4.7422 -4.4403 -2.3725
N 5.7369 -4.5876 -3.2997
O 4.0605 -5.3795 -1.9782
H 5.4020 -2.6187 -1.8501
H 3.8725 -3.1618 -1.1395
H 6.1528 -5.4925 -3.4210
H 6.3041 -3.7826 -3.5026
N 2.1337 -2.1001 -4.8983
C 2.1922 -0.8372 -4.3683
N 1.5970 -0.6927 -3.1512
O 2.8588 0.0480 -4.8808
H 2.7581 -2.3044 -5.6525
H 1.6475 -2.7927 -4.3600
H 1.7255 0.1579 -2.6362
H 0.8120 -1.2710 -2.9074
N -4.4079 -0.5313 0.4345
C -4.4887 -1.5026 1.4018
N -3.8783 -1.1570 2.5865
O -5.1508 -2.5087 1.2296
H -4.7469 -0.8461 -0.4564
H -3.9584 0.3606 0.5525
H -3.2749 -0.3646 2.6421
H -3.9772 -1.8089 3.3412
N 0.4492 3.4961 0.4005
C 0.4815 4.7710 -0.1193
N -0.0156 5.7440 0.7246
O 0.7557 4.9700 -1.2905
H -0.1917 3.3778 1.1728
H 0.5520 2.8321 -0.3568
H -0.0659 6.6434 0.2800
H 0.1933 5.6034 1.7003
N -2.2150 1.9324 3.2697
C -1.1693 2.7529 3.5017
N -0.1375 2.2499 4.2343
O -1.0713 3.8655 2.9606
H -2.2176 0.9826 3.6077
H -2.8173 2.1376 2.4653
H 0.6767 2.8348 4.1903
H -0.1741 1.3161 4.5956
```

Results
* energy relative to the best compared isomer or geometry (same formula, charge and spin): 0.426 eV
* strongest force on any atom: 0.02876 hartree/bohr